This record from the OMol25 dataset describes a cluster of 6 separate species, C34H71N6O10P3 in total in a non-equilibrium geometry. The level of theory is the ωB97M-V functional and the def2-TZVPD basis.

Each line ends with the Löwdin charge.
Atoms and positions in Å:
C: 2.548417 -4.223789 3.897474  -0.35
P: 1.322584 -4.797346 2.502931  0.82
C: -0.290986 -3.786447 2.916245  -0.34
C: 1.960060 -4.296252 0.767912  -0.35
C: 0.971559 -3.373829 -0.158174  -0.01
C: 1.455533 -2.891103 -1.683658  -0.05
C: 0.325200 -1.988482 -2.507227  -0.15
C: -0.371890 -2.878639 -3.738153  -0.16
N: -1.580139 -2.565331 -4.321216  0.03
C: 2.950483 -3.280176 -2.317295  0.02
C: 3.961001 -4.221915 -1.373631  -0.01
C: 3.434748 -4.726523 0.131761  -0.32
P: 4.515717 -5.860648 1.254666  0.79
P: 4.830933 -7.799201 0.211190  0.52
O: 4.353133 -7.650935 -1.316154  -0.41
O: 3.840798 -9.040227 0.925191  -0.26
O: 6.539930 -8.202740 0.293325  -0.25
C: 5.425323 -4.587065 -2.012717  -0.20
O: 6.365955 -5.367619 -1.445918  -0.07
C: 5.875207 -3.920798 -3.479754  0.01
C: 4.988897 -3.083649 -4.331264  0.01
C: 3.421305 -2.807819 -3.817755  -0.20
O: 2.625793 -2.226233 -4.742379  -0.07
H: 1.982942 -3.647203 4.767738  0.05
H: 2.931842 -5.234815 4.402932  0.04
H: 3.465025 -3.641669 3.461503  0.04
H: -0.418791 -3.783081 4.103218  0.06
H: -1.236652 -4.192239 2.353395  0.05
H: -0.042673 -2.650677 2.644836  0.04
H: -0.091333 -3.071961 0.226491  0.08
H: -0.554140 -1.640251 -1.796636  0.11
H: 0.817667 -1.033198 -2.998007  0.12
H: 0.161872 -3.866384 -4.135270  0.12
H: -1.951082 -1.693539 -3.873932  0.04
H: 3.823185 -6.246029 2.460174  -0.12
H: 3.811817 -8.801097 1.916341  0.07
H: 6.651542 -8.913717 0.990920  0.08
H: 6.972911 -4.124699 -3.887464  0.13
H: 5.399550 -2.675790 -5.365037  0.13
C: -3.570976 -0.302959 -9.222583  -0.08
C: -2.731264 -1.331245 -8.468782  -0.43
C: -3.281503 -2.775779 -8.548121  -0.20
O: -4.438523 -3.017990 -7.741173  -0.19
C: -5.649672 -2.509969 -8.282581  -0.11
N: -2.577560 -0.892721 -7.074409  0.03
H: -4.467160 -0.000289 -8.674900  0.06
H: -2.988962 0.609853 -9.390875  0.08
H: -3.879405 -0.685449 -10.199933  0.08
H: -1.738205 -1.339050 -8.936250  0.13
H: -2.509018 -3.453685 -8.165836  0.11
H: -3.470972 -3.076565 -9.587909  0.12
H: -5.681844 -2.598644 -9.372291  0.09
H: -5.788472 -1.473427 -7.973801  0.07
H: -6.477073 -3.085200 -7.862581  0.09
H: -1.920151 -1.517787 -6.604368  0.04
H: -3.465276 -1.072628 -6.597350  0.07
C: 1.442448 2.798062 4.530957  -0.07
C: 1.737054 1.725696 3.485040  -0.43
C: 0.487563 0.942446 3.014903  -0.20
O: -0.009536 -0.009967 3.960592  -0.21
C: -0.748925 0.557197 5.032841  -0.10
N: 2.771124 0.820888 4.006792  0.04
H: 1.310929 2.388778 5.535895  0.06
H: 2.276942 3.505265 4.592372  0.08
H: 0.544014 3.365769 4.271793  0.07
H: 2.144687 2.239557 2.604962  0.14
H: 0.767035 0.359352 2.129281  0.12
H: -0.316113 1.621573 2.698013  0.12
H: -1.349744 1.412523 4.710663  0.09
H: -0.073556 0.840297 5.840778  0.07
H: -1.419019 -0.209621 5.426346  0.09
H: 3.050438 0.178253 3.263263  0.07
H: 2.324474 0.211626 4.697660  0.07
C: -1.378942 8.518255 3.458795  -0.08
C: -1.504468 7.227623 2.653057  -0.43
C: -2.299743 6.110372 3.370710  -0.19
O: -1.593104 5.465523 4.435303  -0.21
C: -1.531025 6.216709 5.639445  -0.11
N: -0.160715 6.768947 2.273388  0.04
H: -0.613569 8.462258 4.237114  0.06
H: -1.091694 9.347022 2.802349  0.08
H: -2.329523 8.782520 3.931237  0.07
H: -2.053479 7.474685 1.735286  0.13
H: -2.511860 5.322139 2.638504  0.12
H: -3.274040 6.475140 3.724568  0.12
H: -2.451016 6.779938 5.820417  0.09
H: -0.667223 6.881856 5.618054  0.07
H: -1.381489 5.520338 6.466843  0.09
H: -0.252577 5.974728 1.637298  0.07
H: 0.270786 6.361752 3.107650  0.07
C: -0.070039 -8.608638 -7.241790  -0.08
C: -1.069621 -8.053034 -6.230432  -0.43
C: -1.162482 -6.508053 -6.218243  -0.19
O: -0.053863 -5.849226 -5.597410  -0.22
C: 1.117614 -5.788335 -6.398673  -0.10
N: -0.743852 -8.580328 -4.897751  0.03
H: 0.965623 -8.541039 -6.898939  0.06
H: -0.266657 -9.671133 -7.422711  0.08
H: -0.148296 -8.088118 -8.200735  0.08
H: -2.059158 -8.432630 -6.515876  0.13
H: -2.041332 -6.226468 -5.625988  0.12
H: -1.328073 -6.107934 -7.228199  0.11
H: 0.884337 -5.643675 -7.457455  0.09
H: 1.714469 -6.689186 -6.252863  0.08
H: 1.719331 -4.943925 -6.056925  0.08
H: -1.480577 -8.303594 -4.246225  0.07
H: 0.079451 -8.073632 -4.560964  0.07
C: -1.946887 11.156919 9.382411  -0.08
C: -0.766536 10.324689 8.887570  -0.43
C: -0.206134 10.776465 7.517320  -0.19
O: -1.021427 10.424875 6.394731  -0.21
C: -2.164409 11.249561 6.217041  -0.10
N: -1.156915 8.907888 8.865545  0.04
H: -2.889953 10.888808 8.899239  0.06
H: -2.095092 11.001011 10.456663  0.08
H: -1.771343 12.224761 9.222608  0.08
H: 0.040945 10.445544 9.621137  0.14
H: 0.750663 10.265099 7.357709  0.12
H: 0.012608 11.853312 7.508442  0.12
H: -1.962220 12.293246 6.474341  0.09
H: -2.997774 10.860413 6.802787  0.07
H: -2.458091 11.201263 5.166658  0.08
H: -0.333111 8.343819 8.648741  0.07
H: -1.764537 8.770420 8.053207  0.06

Forces on the atoms, in the same order (eV/Å):
0.54 -0.37 0.76
-0.28 -0.32 0.26
0.65 1.72 0.14
0.57 2.91 -4.26
4.22 -1.20 -1.81
0.98 -1.26 1.67
0.26 -0.74 -0.59
-2.97 0.63 -1.29
5.01 -0.62 2.90
-1.06 -1.07 3.01
-2.75 0.84 0.61
-2.55 1.26 -1.75
0.93 1.33 -0.59
-1.59 -1.39 -6.24
2.10 -0.57 6.00
2.47 2.72 1.52
-3.60 -0.48 1.54
3.96 -2.47 1.29
-6.12 4.78 -2.92
-2.53 2.00 -1.70
1.25 -2.55 3.48
-1.76 1.85 -4.00
4.20 -3.40 5.99
1.23 -0.93 -2.11
-0.70 2.25 -1.18
-1.78 -0.93 1.04
0.21 -0.35 -2.72
1.97 0.81 1.20
-0.97 -2.31 0.51
2.31 -0.60 -0.91
1.99 -0.83 -1.29
-0.87 -2.08 1.02
-1.12 2.31 0.96
0.42 -0.72 -0.30
-0.44 0.13 -1.03
-0.17 -0.76 -1.99
-0.09 1.04 -1.08
-2.59 0.22 1.36
-1.38 -0.82 2.44
0.05 0.25 -0.24
-0.40 -0.07 0.28
0.08 0.01 0.20
0.23 0.06 -0.53
0.09 -0.12 0.41
0.04 -0.34 0.03
0.12 -0.14 0.00
-0.05 -0.17 0.07
-0.01 0.03 0.05
-0.08 -0.13 0.11
-0.17 0.10 0.10
-0.13 0.13 -0.01
0.05 0.09 0.00
-0.11 0.10 -0.23
0.13 -0.09 -0.01
-0.10 0.16 -0.03
0.24 0.09 -0.16
0.05 0.34 0.03
-0.21 -0.25 0.29
0.14 -0.07 0.00
-0.01 0.38 -0.34
0.11 -0.34 0.05
-0.17 -0.35 -0.22
0.00 -0.06 -0.17
-0.08 -0.17 -0.04
0.02 -0.02 0.05
-0.08 -0.17 0.02
-0.01 -0.05 0.17
0.01 0.04 0.18
0.10 0.05 0.01
-0.12 0.22 0.07
0.02 -0.03 -0.15
0.06 0.20 0.14
0.15 0.25 -0.10
0.02 0.28 -0.05
0.13 -0.16 0.35
0.14 -0.06 -0.10
-0.41 0.27 -0.23
0.29 -0.29 -0.04
-0.13 -0.42 0.02
-0.15 -0.06 -0.09
-0.02 -0.18 0.06
0.07 -0.02 0.01
0.03 -0.18 0.08
0.13 0.02 0.14
0.11 0.10 0.10
0.04 0.07 -0.07
-0.12 0.23 0.12
-0.09 -0.08 -0.11
0.06 0.25 0.03
-0.06 0.22 -0.20
0.02 -0.26 -0.23
0.36 0.27 0.15
-0.08 -0.04 0.21
-0.31 -0.13 -0.42
0.06 0.04 0.40
-0.15 0.35 0.15
-0.17 0.07 0.04
0.00 0.17 0.08
0.02 -0.02 0.06
0.05 0.15 0.10
0.20 0.02 0.02
0.15 -0.06 -0.02
-0.03 -0.08 0.01
0.08 -0.03 -0.24
-0.13 0.06 0.02
0.13 -0.17 -0.15
-0.15 -0.24 -0.12
-0.10 0.14 0.30
-0.23 -0.02 -0.38
0.00 -0.17 0.00
0.25 0.33 0.37
0.03 -0.36 -0.19
0.24 -0.09 -0.33
0.18 -0.02 -0.03
0.06 -0.03 -0.18
-0.02 -0.07 0.00
0.00 -0.06 -0.18
-0.18 -0.03 -0.07
-0.17 0.00 0.02
-0.01 -0.04 0.09
-0.11 0.23 0.08
0.16 -0.02 0.01
-0.17 0.09 0.17
0.07 0.07 0.28

The calculation puts the electronic energy at -93673.973 eV. The value obtained for the lowest unoccupied orbital energy is -1.99 eV. Its HOMO-LUMO gap is 6.387 eV. The HOMO energy comes out at -8.37 eV.